{"formula": "C30H29N2O3SSiTi", "method": "wB97M-V/def2-TZVPD", "symbols": ["Ti", "O", "C", "C", "C", "C", "C", "C", "C", "N", "N", "C", "O", "C", "C", "C", "C", "C", "C", "H", "H", "H", "H", "H", "H", "H", "H", "H", "H", "O", "S", "C", "C", "C", "C", "H", "H", "H", "H", "H", "H", "H", "H", "C", "C", "C", "C", "C", "C", "Si", "C", "C", "C", "C", "C", "C", "H", "H", "H", "H", "H", "H", "H", "H", "H", "H", "H"], "positions_angstrom": [[0.2500, -0.0936, -0.8786], [1.4067, 0.8146, -2.1193], [1.3510, 1.3193, -3.3397], [2.4448, 2.0263, -3.8539], [2.4182, 2.5468, -5.1296], [1.2974, 2.3789, -5.9467], [0.2121, 1.6904, -5.4547], [0.2090, 1.1609, -4.1560], [-0.9619, 0.4514, -3.7041], [-1.1440, 0.0071, -2.5067], [-2.3254, -0.6971, -2.3035], [-2.3215, -1.2564, -1.1346], [-1.3326, -1.1591, -0.2784], [-3.5060, -2.0590, -0.7433], [-3.6202, -2.5022, 0.5712], [-4.7245, -3.2404, 0.9686], [-5.7205, -3.5466, 0.0521], [-5.6075, -3.1093, -1.2622], [-4.5084, -2.3676, -1.6589], [3.3101, 2.1558, -3.2152], [3.2771, 3.0918, -5.5001], [1.2847, 2.7883, -6.9471], [-0.6713, 1.5471, -6.0661], [-1.7539, 0.2712, -4.4290], [-2.8370, -2.2562, 1.2757], [-4.8099, -3.5755, 1.9941], [-6.5827, -4.1234, 0.3611], [-6.3836, -3.3488, -1.9778], [-4.4120, -2.0181, -2.6773], [1.6947, -1.4735, -0.2438], [3.0344, -1.6178, -0.9667], [3.8342, -2.9478, -0.0006], [4.8550, -2.3105, 0.9449], [4.4023, -0.8711, 1.1768], [4.0749, -0.3433, -0.2113], [4.2580, -3.6835, -0.6809], [2.9877, -3.3860, 0.5280], [5.8438, -2.3171, 0.4814], [4.9231, -2.8757, 1.8737], [5.1761, -0.2695, 1.6534], [3.5114, -0.8362, 1.8079], [4.9621, -0.2408, -0.8403], [3.4930, 0.5781, -0.2403], [-3.8376, 3.4760, 2.3930], [-3.7958, 2.3306, 1.6120], [-2.5731, 1.8197, 1.1958], [-1.3706, 2.4346, 1.5573], [-1.4361, 3.5872, 2.3429], [-2.6546, 4.1061, 2.7568], [0.2733, 1.6816, 1.0110], [0.9987, 0.7232, 2.4865], [0.4180, -0.4977, 2.8529], [0.9623, -1.2854, 3.8566], [2.1139, -0.8721, 4.5182], [2.7062, 0.3334, 4.1710], [2.1520, 1.1185, 3.1659], [-4.7886, 3.8809, 2.7160], [-4.7160, 1.8378, 1.3226], [-2.5502, 0.9276, 0.5803], [-0.5185, 4.0869, 2.6344], [-2.6821, 5.0030, 3.3635], [1.2220, 2.8326, 0.8901], [-0.4731, -0.8431, 2.3348], [0.4933, -2.2249, 4.1230], [2.5425, -1.4837, 5.3023], [3.5982, 0.6676, 4.6878], [2.6266, 2.0582, 2.9034]], "forces_ev_per_a": [[0.237, 0.028, -0.291], [-0.260, -0.337, 0.144], [-0.103, 0.099, -0.125], [0.106, -0.019, 0.092], [-0.079, -0.018, -0.048], [0.060, 0.025, 0.021], [-0.024, -0.038, 0.060], [0.130, 0.038, 0.147], [-0.172, -0.142, 0.159], [0.124, 0.223, -0.015], [-0.152, 0.075, -0.155], [0.115, -0.051, 0.164], [0.098, 0.026, -0.518], [0.003, -0.019, 0.225], [0.050, 0.022, 0.009], [-0.045, -0.015, -0.025], [0.052, 0.028, 0.008], [-0.041, -0.029, 0.029], [0.007, 0.038, -0.076], [-0.013, 0.001, -0.010], [0.004, 0.000, 0.000], [-0.017, -0.007, -0.005], [0.008, 0.019, -0.025], [-0.025, -0.030, 0.020], [0.000, -0.004, -0.005], [0.010, 0.004, 0.003], [-0.004, -0.003, -0.007], [0.009, 0.008, -0.013], [-0.004, 0.000, 0.000], [-0.212, 0.076, 0.151], [0.318, 0.003, 0.158], [-0.078, 0.042, -0.041], [-0.002, 0.054, 0.046], [0.037, -0.072, -0.023], [-0.173, 0.003, 0.024], [-0.026, 0.004, -0.030], [0.020, -0.035, 0.001], [0.004, -0.009, -0.004], [-0.016, -0.010, -0.003], [-0.021, 0.015, 0.013], [0.031, 0.001, -0.037], [-0.001, -0.001, -0.030], [0.020, 0.015, -0.044], [0.011, 0.011, 0.006], [-0.017, -0.006, 0.001], [0.025, 0.089, 0.058], [-0.058, -0.124, -0.073], [-0.017, 0.000, 0.005], [0.023, 0.002, 0.002], [0.085, -0.016, 0.029], [-0.075, -0.071, -0.040], [0.050, -0.008, 0.050], [0.027, 0.002, -0.008], [-0.005, 0.004, -0.020], [-0.010, 0.029, 0.037], [-0.018, 0.019, 0.008], [-0.005, -0.004, -0.002], [0.005, -0.008, -0.007], [-0.016, -0.003, 0.000], [-0.005, 0.011, 0.005], [-0.008, 0.000, 0.002], [0.021, 0.052, -0.031], [0.016, 0.007, 0.008], [-0.006, 0.000, 0.002], [-0.005, -0.004, 0.008], [0.007, -0.003, 0.005], [0.000, 0.012, 0.014]], "lowdin_spin": [0.892, -0.007, 0.009, -0.002, 0.009, -0.001, 0.008, 0.003, 0.042, -0.003, 0.000, 0.002, 0.004, 0.000, 0.000, 0.000, 0.000, 0.000, 0.000, 0.000, 0.001, 0.000, 0.000, 0.002, 0.000, 0.000, 0.000, 0.000, 0.000, 0.026, 0.002, 0.000, 0.000, 0.000, 0.001, 0.000, 0.000, 0.000, 0.000, 0.000, 0.000, 0.000, 0.000, 0.000, 0.000, 0.002, 0.002, 0.000, 0.000, 0.010, 0.000, 0.000, 0.000, 0.000, 0.000, 0.000, 0.000, 0.000, 0.002, 0.000, 0.000, -0.003, 0.000, 0.000, 0.000, 0.000, 0.000], "gap_ha": [0.25932, 0.27360], "spin_multiplicity": 2, "homo_energy_ev": [-7.06, -7.54], "s2": 0.758, "de_lowest_ev": 0.339}